1.
C4H12N3 | ωB97M-V with the def2-TZVPD basis set

Geometry as XYZ:
```
19
C4H12N3 | the OMol25 dataset | ωB97M-V with the def2-TZVPD basis set
C 0.426 -1.097 1.422
C -0.108 -1.401 -0.032
C -0.369 -0.124 -0.786
C -1.553 0.466 -0.542
N -1.617 1.847 -1.175
N 0.774 0.816 -0.859
N 1.930 -0.651 1.253
H 0.516 -1.994 2.033
H -0.300 -0.372 1.862
H -1.076 -1.864 0.017
H 0.653 -1.944 -0.557
H -2.182 0.271 0.311
H -0.598 2.076 -0.783
H -1.609 1.748 -2.269
H -2.354 2.422 -0.900
H 1.522 0.585 -0.203
H 1.207 1.035 -1.789
H 2.244 -0.315 2.079
H 2.495 -1.503 0.917
```

Its spin multiplicity is 2. The value obtained for the HOMO energy (spin up / spin down) is -18.39 / -18.26 eV. Its LUMO energy (spin up / spin down) is -8.1 / -13.0 eV. Its total energy is -8790.896 eV. The expectation value of S² is 0.757. The energy above the lowest of the compared OMol25 structures with the same formula, charge and spin is 99.30 kcal/mol. The calculation puts the molecular weight at 102.16 g/mol. Its net charge is +2.



2.
C3H11NO3 | ωB97M-V with the def2-TZVPD basis set

Geometry as XYZ:
```
18
C3H11NO3 | the OMol25 dataset | ωB97M-V with the def2-TZVPD basis set
O -0.109 -0.586 -2.183
C -0.865 0.083 -1.369
C -0.354 1.208 -0.504
C 0.877 1.933 -1.133
N 0.045 0.786 0.867
H -1.973 0.053 -1.495
H -1.091 1.991 -0.360
H 1.084 1.688 -2.172
H 0.755 3.009 -1.007
H 1.791 1.772 -0.551
H 0.847 0.152 0.828
H -0.727 0.301 1.292
H 0.929 -2.340 2.544
H -0.228 -2.041 3.448
O 0.467 -1.591 2.954
H -0.739 -2.405 -1.072
H -0.176 -1.564 0.040
O -0.533 -2.447 -0.128
```

Its spin multiplicity is 2. The value obtained for the HOMO energy (spin up / spin down) is -0.22 / -3.35 eV. Its LUMO energy (spin up / spin down) is 3.5 / 3.5 eV. Its total energy is -10920.864 eV. The expectation value of S² is 0.754. The energy above the lowest of the compared OMol25 structures with the same formula, charge and spin is 13.63 kcal/mol. The calculation puts the molecular weight at 109.12 g/mol. Its net charge is -1.



3.
C15H36BrN2OTi | ωB97M-V with the def2-TZVPD basis set

Geometry as XYZ:
```
56
C15H36BrN2OTi | the OMol25 dataset | ωB97M-V with the def2-TZVPD basis set
Ti -14.258 5.199 -8.383
Br -13.375 3.826 -10.824
C -10.842 6.001 -12.892
C -9.445 5.469 -12.509
C -8.410 6.547 -11.966
O -7.997 7.379 -12.980
C -6.956 8.297 -12.722
N -9.641 4.376 -11.421
H -10.626 4.309 -11.209
H -9.310 3.455 -11.674
H -9.271 4.614 -10.512
H -10.704 6.862 -13.547
H -11.446 6.358 -12.058
H -11.591 5.455 -13.466
H -9.051 4.879 -13.336
H -7.517 6.014 -11.639
H -8.916 7.111 -11.183
H -6.897 8.777 -11.745
H -6.991 9.200 -13.331
H -5.936 7.931 -12.836
C -15.415 2.791 -14.692
C -16.035 3.841 -13.880
C -17.409 3.436 -13.292
C -18.417 4.554 -12.879
N -18.309 5.088 -11.369
C -18.484 3.776 -10.455
C -19.309 4.205 -9.259
C -20.357 5.175 -9.945
C -19.496 6.034 -10.969
C -16.875 5.558 -10.986
C -16.511 6.815 -11.948
C -15.277 7.602 -11.514
H -14.377 3.081 -14.855
H -15.809 2.495 -15.665
H -15.268 1.895 -14.089
H -16.146 4.748 -14.475
H -15.400 4.132 -13.043
H -17.190 2.701 -12.517
H -17.931 2.720 -13.927
H -19.404 4.094 -12.839
H -18.407 5.420 -13.541
H -17.578 3.255 -10.148
H -19.011 3.090 -11.118
H -18.820 4.385 -8.302
H -20.010 3.460 -8.882
H -20.782 5.789 -9.151
H -21.144 4.634 -10.469
H -18.984 6.846 -10.454
H -19.989 6.389 -11.874
H -16.120 4.806 -11.213
H -16.845 5.662 -9.901
H -17.374 7.470 -11.828
H -16.533 6.417 -12.962
H -15.310 7.504 -10.429
H -15.314 8.680 -11.669
H -14.330 7.193 -11.865
```

Its spin multiplicity is 4. The value obtained for the HOMO energy (spin up / spin down) is -12.85 / -14.83 eV. Its LUMO energy (spin up / spin down) is -5.9 / -6.4 eV. Its total energy is -114305.514 eV. The expectation value of S² is 3.752. The energy above the lowest of the compared OMol25 structures with the same formula, charge and spin is 0.00 kcal/mol. The calculation puts the molecular weight at 388.24 g/mol. Its net charge is +2.